1.
Formula: CH3Br2PS
Source: OMol25
Level of theory: ωB97M-V/def2-TZVPD

Cartesian coordinates (Å):
C -1.354 -0.204 -0.201
P 0.957 0.174 0.378
S 1.529 0.195 2.212
Br 2.010 -1.410 -0.956
Br 1.256 2.163 -0.595
H -1.432 -0.997 0.589
H -1.601 0.911 -0.225
H -1.365 -0.832 -1.201

Results
- HOMO energy (eV) = -9.30
- charge = 0
- HOMO-LUMO gap (eV) = 8.0
- lowest unoccupied orbital energy (Eh) = -0.048

***

2.
Formula: C26H54Br16GaINO2S
Source: OMol25
Level of theory: ωB97M-V/def2-TZVPD

Cartesian coordinates (Å):
C 2.093 -1.130 -0.139
C 2.685 -1.245 -1.552
S 4.285 -0.398 -1.710
C 3.905 1.119 -2.678
Ga 3.855 2.870 -1.623
I 2.706 2.550 0.762
C 2.621 4.123 -2.654
C 1.132 3.846 -2.398
C 0.260 4.154 -3.616
C -1.212 4.249 -3.262
O -1.644 3.130 -2.444
C -1.774 3.461 -1.131
O -2.692 4.151 -0.729
C 5.749 3.591 -1.455
N 5.926 5.015 -1.056
C 4.946 5.487 -0.083
H 1.373 -0.315 -0.123
H 2.847 -0.892 0.601
H 1.530 -2.032 0.114
H 2.858 -2.294 -1.778
H 1.989 -0.833 -2.275
H 2.979 0.947 -3.222
H 4.721 1.185 -3.396
H 2.878 5.168 -2.481
H 2.811 3.937 -3.718
H 1.010 2.789 -2.162
H 0.829 4.437 -1.532
H 0.378 3.345 -4.336
H 0.550 5.115 -4.039
H -1.820 4.238 -4.165
H -1.453 5.170 -2.735
H -0.948 3.144 -0.489
H 6.349 2.918 -0.831
H 6.173 3.498 -2.460
H 6.804 5.045 -0.554
H 3.955 5.600 -0.509
H 4.921 4.899 0.838
H 5.256 6.490 0.227
Br -3.742 7.227 -3.248
C -4.010 7.329 -1.320
C -3.726 8.712 -0.801
Br -1.816 9.067 -0.692
H -3.380 6.569 -0.873
H -5.049 7.074 -1.166
H -4.095 8.814 0.218
H -4.155 9.491 -1.422
Br -1.095 -0.654 1.404
C -3.029 -0.702 1.225
C -3.424 -0.414 -0.199
Br -3.252 1.485 -0.612
H -3.436 0.016 1.931
H -3.329 -1.706 1.517
H -4.473 -0.655 -0.368
H -2.812 -0.950 -0.915
Br -2.086 -3.693 -0.573
C -0.718 -4.283 0.670
C -1.187 -5.438 1.505
Br -2.405 -4.869 2.917
H -0.437 -3.417 1.261
H 0.123 -4.583 0.045
H -0.349 -5.896 2.022
H -1.713 -6.190 0.927
Br 1.004 -8.167 2.999
C 0.778 -8.191 4.931
C 0.836 -6.802 5.510
Br 2.658 -6.132 5.585
H 1.543 -8.849 5.329
H -0.202 -8.630 5.103
H 0.488 -6.803 6.540
H 0.260 -6.083 4.936
Br -7.865 3.147 2.436
C -7.466 5.050 2.383
C -7.168 5.518 0.983
Br -5.388 4.989 0.409
H -6.639 5.218 3.064
H -8.358 5.540 2.768
H -7.176 6.606 0.940
H -7.866 5.123 0.252
Br -0.841 -2.431 -4.017
C -1.105 -2.166 -5.923
C 0.063 -1.443 -6.541
Br 0.031 0.454 -6.120
H -2.041 -1.631 -6.041
H -1.203 -3.165 -6.343
H 0.013 -1.499 -7.627
H 1.020 -1.825 -6.201
Br 1.931 -4.483 9.110
C 3.435 -3.445 8.449
C 4.740 -4.162 8.658
Br 5.322 -4.078 10.514
H 3.397 -2.482 8.947
H 3.245 -3.310 7.386
H 5.532 -3.683 8.087
H 4.686 -5.213 8.393
Br 1.681 -8.401 -0.789
C -0.251 -8.505 -0.987
C -0.695 -8.177 -2.386
Br -0.629 -6.265 -2.748
H -0.675 -7.838 -0.245
H -0.509 -9.532 -0.737
H -1.736 -8.459 -2.526
H -0.084 -8.659 -3.143

Results
- HOMO energy (eV) = -4.28
- charge = -1
- HOMO-LUMO gap (eV) = 5.8
- lowest unoccupied orbital energy (Eh) = 0.054

***

3.
Formula: C20H10Cl3F5N2O7Pd
Source: OMol25
Level of theory: ωB97M-V/def2-TZVPD

Cartesian coordinates (Å):
Pd -0.977 0.245 0.787
Cl 1.112 -6.777 2.408
C 0.283 -5.229 2.046
C 1.007 -4.035 2.208
C 0.377 -2.841 2.200
Cl 1.118 -1.338 2.414
C -1.003 -2.741 1.930
O -1.650 -1.725 1.649
C -1.729 -3.975 1.862
Cl -3.440 -3.854 1.573
C -1.036 -5.207 1.863
H 2.088 -4.045 2.493
H -1.569 -6.106 1.603
F -5.299 0.056 -3.696
C -4.236 0.227 -2.795
C -3.515 1.412 -2.715
C -2.670 1.529 -1.568
C -2.444 0.497 -0.676
C -3.076 -0.735 -0.951
C -3.970 -0.879 -2.014
H -3.762 2.115 -3.524
H -2.090 2.445 -1.439
H -2.809 -1.644 -0.414
H -4.535 -1.806 -2.216
F -0.589 1.310 5.862
C -1.484 1.666 4.944
F -1.951 2.928 5.345
F -2.465 0.778 5.202
C -0.970 1.775 3.454
O -0.032 2.552 3.350
O -1.650 1.150 2.655
F 4.252 4.621 -0.525
C 3.907 3.669 -1.452
C 3.256 2.540 -1.096
N 2.985 1.569 -2.038
C 2.484 0.275 -1.583
C 1.186 0.393 -0.757
O 0.497 -0.639 -0.607
O 0.964 1.515 -0.286
C 3.514 1.589 -3.363
O 3.386 0.699 -4.202
N 4.116 2.805 -3.717
C 4.416 3.856 -2.797
O 4.953 4.843 -3.245
H 2.992 2.217 -0.067
H 3.228 -0.257 -1.021
H 2.223 -0.217 -2.522
H 4.602 2.773 -4.564

Results
- HOMO energy (alpha / beta) (eV) = -2.21 / -2.53
- charge = -2
- HOMO-LUMO gap (alpha / beta) (eV) = 6.4 / 6.7
- lowest unoccupied orbital energy (alpha / beta) (Eh) = 0.154 / 0.154
- spin multiplicity = 3

***

4.
Formula: C8H9N3OS
Source: OMol25
Level of theory: ωB97M-V/def2-TZVPD

Cartesian coordinates (Å):
C -2.801 0.565 0.373
S -1.311 1.462 0.108
C -0.129 0.862 1.131
N -0.092 0.464 2.399
C -1.134 0.548 3.166
N -2.157 0.459 3.714
N 1.198 0.818 0.773
C 1.643 0.641 -0.680
C 1.294 -0.592 -1.394
C 0.665 -1.848 -1.060
C 0.995 -2.674 -2.194
C 1.648 -1.875 -3.150
O 1.931 -0.651 -2.638
H -3.485 1.047 1.211
H -3.190 0.615 -0.679
H -2.459 -0.505 0.695
H 1.777 0.203 1.488
H 2.698 1.025 -0.684
H 1.190 1.461 -1.266
H 0.245 -2.120 -0.103
H 0.667 -3.775 -2.536
H 2.365 -2.084 -4.114

Results
- HOMO energy (eV) = -8.77
- charge = 0
- HOMO-LUMO gap (eV) = 8.9
- lowest unoccupied orbital energy (Eh) = 0.005